(1)
Computed, not measured: C25H47GeN5O5SSeY as an isolated structure, with ωB97M-V/def2-TZVPD.

```
86
Properties=species:S:1:pos:R:3:forces:R:3
Y -0.796 -0.833 0.074 0.096 0.094 -0.194
Se 1.075 -2.661 1.312 0.005 -0.029 0.127
Ge 4.290 -2.821 0.507 0.023 -0.062 -0.019
S 2.171 4.328 2.477 -0.154 0.200 0.194
O -0.179 -1.648 -1.891 -0.058 -0.009 0.445
O -1.972 5.741 0.699 -0.018 -0.065 0.084
O 1.484 3.094 2.818 0.074 -0.093 0.043
O 3.273 4.246 1.550 0.092 0.022 -0.009
O -3.616 4.355 0.417 0.040 -0.004 0.135
N -0.156 3.649 0.238 0.135 -0.132 -0.183
N 0.862 -2.909 -3.478 0.010 0.004 0.043
N -5.028 -0.889 -2.743 -0.002 0.026 -0.003
N -2.445 4.639 0.524 0.009 0.027 -0.303
N -0.667 1.505 0.216 -0.131 -0.120 -0.117
C 0.910 5.347 1.706 -0.097 0.006 0.043
C 0.324 2.403 0.118 0.055 -0.020 0.068
C -4.097 -0.109 -1.835 -0.049 -0.003 -0.170
C -5.119 -0.279 -4.106 0.014 -0.052 0.118
C -3.363 -1.549 1.607 0.239 0.021 -0.056
C 1.261 -1.775 -4.313 0.003 -0.034 0.024
C -5.690 -1.012 1.449 0.013 0.000 -0.008
C 4.389 -3.969 2.069 0.001 -0.042 0.049
C 5.770 -1.583 0.341 0.046 0.043 -0.022
C -1.524 3.531 0.382 -0.056 0.046 0.260
C 2.637 -1.676 0.645 -0.060 0.071 0.032
C -3.084 -1.086 0.310 -0.289 0.054 -0.315
C 1.749 2.053 -0.109 -0.034 -0.097 -0.039
C 3.953 -3.848 -1.119 -0.061 -0.035 -0.023
C 1.277 -4.238 -3.949 -0.039 0.046 0.032
C -4.194 -0.590 -0.409 -0.136 -0.019 0.153
C -5.458 -0.519 0.173 0.013 -0.006 0.018
C 0.695 4.857 0.279 -0.040 -0.114 -0.035
C 1.272 -2.324 3.227 0.007 -0.050 -0.053
C 0.205 -2.770 -2.368 0.084 -0.005 -0.180
C -4.636 -1.550 2.165 0.015 0.015 0.107
C 2.696 5.190 3.950 0.020 0.039 0.030
C 2.082 4.646 5.230 -0.038 -0.005 -0.026
C -1.841 2.220 0.386 0.104 0.038 -0.012
C -4.674 -2.338 -2.812 -0.009 0.118 -0.017
H 5.591 -0.850 -0.446 -0.003 -0.004 0.003
H 2.336 -1.827 -4.479 0.000 0.016 -0.004
H 2.180 -2.830 3.541 -0.001 0.008 0.010
H 0.412 -2.764 3.722 0.003 0.006 0.017
H -4.668 -2.745 -1.805 0.009 -0.031 -0.004
H -5.411 -2.846 -3.427 0.009 -0.030 0.012
H 1.643 4.559 -0.164 0.050 0.150 0.004
H 4.748 -4.571 -1.298 0.014 0.018 0.008
H -2.566 -1.948 2.242 0.079 -0.007 -0.052
H -0.016 -3.697 -1.837 -0.023 0.016 0.019
H -4.798 -1.944 3.159 0.008 0.004 -0.006
H 1.335 -1.257 3.418 -0.013 0.009 -0.006
H -5.854 -0.831 -4.685 0.007 0.017 -0.030
H 2.772 -0.803 1.285 -0.012 -0.005 0.009
H -6.290 -0.056 -0.354 0.011 -0.008 -0.016
H 2.344 3.602 5.379 -0.001 0.002 0.003
H 2.366 2.361 0.736 -0.010 -0.062 -0.162
H 6.683 -2.123 0.092 -0.009 -0.015 0.011
H 3.900 -3.184 -1.985 0.000 0.000 0.004
H 5.936 -1.056 1.280 -0.003 0.007 -0.006
H 0.015 5.229 2.314 -0.065 0.137 -0.013
H 0.928 -4.374 -4.971 0.011 -0.014 -0.003
H -2.806 1.762 0.517 -0.016 0.031 -0.018
H -4.142 -0.349 -4.577 -0.007 0.020 -0.022
H 3.439 -4.460 2.283 0.003 -0.004 -0.021
H 2.458 6.244 3.797 0.020 -0.014 -0.067
H 0.996 4.734 5.226 -0.001 0.009 0.008
H -3.688 -2.416 -3.267 -0.003 -0.029 0.001
H -3.103 -0.219 -2.274 0.020 -0.038 0.077
H 0.849 -5.008 -3.313 0.014 -0.009 -0.003
H 1.840 0.972 -0.230 -0.015 -0.006 -0.020
H -6.680 -0.964 1.881 0.002 0.006 -0.003
H -5.957 -0.829 -2.320 -0.008 -0.015 0.027
H 3.017 -4.407 -1.029 0.005 0.007 -0.012
H 2.136 2.525 -1.012 0.008 0.023 0.007
H -4.403 0.934 -1.937 0.016 0.007 0.024
H 5.119 -4.757 1.883 0.017 0.020 0.002
H 1.003 -0.844 -3.821 -0.003 0.009 -0.015
H 3.783 5.097 3.926 0.001 -0.039 0.022
H -5.421 0.760 -4.006 -0.003 0.006 -0.037
H 2.364 -4.302 -3.922 0.004 -0.009 -0.023
H 2.466 5.224 6.068 -0.006 -0.010 0.008
H 0.257 5.631 -0.342 -0.130 -0.027 0.064
H 0.755 -1.847 -5.275 0.007 0.017 -0.003
H 2.385 -1.334 -0.364 0.025 -0.006 -0.003
H 1.194 6.398 1.701 0.178 -0.053 -0.011
H 4.718 -3.418 2.950 -0.016 0.011 -0.002
```
Positions in Å, forces in eV/Å.

Properties
* ΔE to the lowest compared entry with this formula, charge and spin: 2.6 kcal/mol
* total charge: +3

(2)
Computed, not measured: C16H21EuN9O4S as an isolated structure at a distorted geometry, with ωB97M-V/def2-TZVPD.

```
52
Properties=species:S:1:pos:R:3:forces:R:3
Eu 10.300 9.579 9.474 -0.004 -0.032 0.119
S 7.889 10.936 10.860 -0.352 0.530 -0.864
O 9.900 7.997 11.527 2.553 1.027 1.947
O 10.999 7.173 13.337 -2.072 0.826 -1.582
O 11.796 11.438 9.174 1.554 1.094 1.682
O 13.460 12.787 9.945 -1.309 -0.071 0.573
N 8.824 8.066 7.909 -0.640 -0.530 -0.070
N 11.657 10.192 11.563 2.745 -1.083 0.814
N 8.961 11.555 8.130 1.517 -0.898 -0.125
N 12.361 8.768 8.045 0.390 -0.959 0.253
N 15.694 9.616 4.945 -1.979 -0.210 1.928
N 7.595 11.631 8.274 -2.774 0.954 -0.730
N 5.677 11.721 9.539 -0.055 0.134 -0.395
N 8.251 5.654 6.357 1.531 -0.244 -1.473
N 15.338 11.557 8.786 0.228 -0.931 -0.685
C 14.004 10.008 13.109 1.150 1.904 -0.917
C 10.828 8.129 12.385 -1.524 -2.459 -0.361
C 8.285 7.026 5.696 -0.434 0.495 -0.121
C 8.699 6.726 8.523 1.618 0.243 -0.535
C 15.126 10.656 8.075 -0.245 1.283 1.425
C 9.185 7.961 6.498 0.245 -0.414 0.124
C 12.615 11.797 10.059 -0.650 0.492 -1.231
C 15.061 9.554 5.934 2.350 -0.051 -1.395
C 7.775 5.774 7.757 -0.703 0.504 0.476
C 14.665 9.603 7.314 -0.954 -1.394 -1.118
C 7.012 11.517 9.502 -0.076 -1.192 0.473
C 12.721 11.053 11.343 -1.432 -1.013 1.558
C 11.888 9.146 12.436 0.172 2.304 -1.829
C 13.105 8.986 13.118 -1.339 -1.129 0.511
C 13.825 11.127 12.215 -0.233 -1.842 0.140
C 13.473 8.954 7.737 -0.146 1.922 -0.388
H 7.716 5.016 5.738 0.007 0.251 0.747
H 7.020 12.027 7.478 1.231 -0.340 1.434
H 5.064 11.656 10.353 1.032 -0.119 -0.158
H 9.153 8.927 6.003 0.098 0.168 0.106
H 10.154 6.650 13.208 1.267 0.070 0.564
H 9.467 12.170 8.761 -0.189 0.625 -0.132
H 14.253 12.537 9.395 0.836 -0.158 -0.746
H 13.294 8.054 13.671 -0.142 0.635 -0.225
H 7.234 7.392 5.723 0.633 -0.294 -0.087
H 14.940 9.921 13.689 -0.687 0.194 -0.350
H 9.234 5.261 6.358 -1.121 0.449 0.015
H 8.433 6.822 9.554 -0.729 0.057 0.597
H 7.954 8.558 8.005 -0.620 0.325 0.055
H 10.225 7.620 6.513 0.028 -0.015 -0.455
H 6.743 6.180 7.720 0.573 -0.122 -0.040
H 5.176 11.853 8.672 0.041 0.224 0.056
H 8.613 6.989 4.638 -0.152 -0.434 0.665
H 7.695 4.792 8.196 0.243 -0.306 0.161
H 9.770 6.405 8.612 -0.842 -0.544 -0.441
H 9.255 11.716 7.172 -0.230 0.194 0.156
H 14.615 11.872 12.121 -0.405 -0.122 -0.125
```
Positions in Å, forces in eV/Å.

Properties
* 2S+1: 8
* ΔE to the lowest compared entry with this formula, charge and spin: 29.2 kcal/mol
* total charge: +2